This record from the Open Molecules 2025 dataset describes a 14-piece molecular cluster, H28O14 overall in a non-equilibrium geometry. The level of theory is wB97M-V/def2-TZVPD.

The geometry in XYZ format:
```
42
Properties=species:S:1:pos:R:3:forces:R:3:lowdin_charge:R:1
O -1.970 0.974 -0.281 -1.144 -2.095 -1.159 -0.06
H -2.453 0.501 0.405 -0.198 0.397 0.712 0.05
H -1.987 0.211 -0.954 -0.413 1.759 0.953 0.05
O 0.394 0.483 -0.994 -0.497 -0.819 -2.137 -0.06
H 0.229 0.541 -0.065 0.054 0.237 1.224 0.01
H -0.525 0.366 -1.360 2.245 0.500 0.363 -0.01
O 1.542 -1.133 4.112 0.731 -2.698 0.266 -0.07
H 1.095 -1.610 4.836 -0.214 0.906 -0.035 0.05
H 2.012 -1.950 3.766 -0.395 1.797 -0.151 0.08
O -1.795 0.010 -3.071 0.233 -2.634 0.207 -0.03
H -0.967 0.004 -3.586 -0.394 1.049 0.058 0.03
H -2.109 0.843 -2.792 0.003 1.808 -0.261 0.03
O 0.260 0.866 2.541 0.417 0.053 -0.726 -0.05
H -0.442 1.168 3.106 -0.330 0.147 0.423 0.03
H 0.944 0.491 3.112 -0.275 -0.181 -0.004 0.00
O 4.118 -0.645 -0.077 0.922 -0.094 0.163 -0.07
H 3.178 -0.514 -0.172 -0.258 0.032 0.121 -0.01
H 4.522 0.210 -0.001 0.137 0.688 0.062 0.03
O 2.960 -1.608 -2.320 -1.763 0.662 0.520 -0.03
H 3.597 -1.929 -2.926 0.941 -0.302 -0.961 0.04
H 2.552 -0.808 -2.693 0.480 -0.616 0.018 0.04
O -3.499 -0.924 3.197 0.309 0.066 0.068 -0.08
H -2.975 -1.640 3.566 -0.200 -0.149 0.535 0.02
H -3.000 -0.858 2.373 -0.278 0.046 -0.283 -0.02
O 0.440 4.596 0.151 -1.198 -0.082 0.778 -0.11
H -0.214 4.111 0.753 1.054 1.188 -1.189 0.04
H 0.125 5.520 0.033 0.147 -1.121 0.388 0.04
O -1.103 -2.459 -1.231 -0.779 0.618 -1.001 -0.01
H -0.177 -2.496 -1.163 2.457 -1.434 1.329 0.01
H -0.977 -1.670 -1.760 -1.527 0.788 -1.032 0.01
O -2.097 -1.942 1.087 -0.772 -0.524 2.204 -0.04
H -1.908 -1.511 0.285 0.712 0.023 -1.573 -0.03
H -2.386 -2.836 0.862 0.108 0.376 -0.189 0.07
O 0.737 0.622 -3.991 0.662 0.270 -0.518 -0.04
H 1.297 1.320 -4.375 -0.495 -0.337 0.013 0.08
H 1.084 0.530 -3.103 -0.117 0.167 0.746 0.00
O 2.322 -2.354 0.327 -1.471 0.757 -2.318 -0.07
H 2.112 -2.422 -0.662 0.841 0.215 1.924 0.04
H 2.424 -3.240 0.606 0.196 -1.465 0.489 0.02
O -2.268 3.751 1.204 -0.188 1.248 -0.785 -0.05
H -2.463 4.425 0.518 0.323 -0.057 0.822 0.06
H -2.631 3.007 0.738 -0.064 -1.189 -0.067 0.00
```
Forces are in eV/Å.

Properties
Charge   0
Electronic energy   -29118.15234 eV
ΔE to the lowest compared entry with this formula, charge and spin   337.6 kJ/mol
Orbital gap   10.3 eV
Molar mass   252.210 g mol⁻¹
HOMO energy   -0.37853 Eh

This record from the Open Molecules 2025 dataset describes a 3-piece molecular cluster, C5H14N2O overall in a non-equilibrium geometry. The level of theory is wB97M-V/def2-TZVPD.

The geometry in XYZ format:
```
22
Properties=species:S:1:pos:R:3:forces:R:3:lowdin_charge:R:1
C 0.222 -0.913 -0.186 0.606 2.460 -0.013 -0.51
C -0.986 -0.207 -0.535 -2.753 -4.603 -0.713 -0.52
C 0.752 1.198 -0.259 1.062 -0.664 0.223 -0.14
C -1.884 0.403 0.518 -0.036 0.312 0.285 -0.06
C 1.580 1.375 0.993 0.047 0.156 -0.033 -0.18
N 0.390 -1.431 1.067 -0.242 0.442 0.439 0.15
N 0.924 -1.540 -1.176 -0.099 -0.034 -0.770 0.14
O -1.071 0.262 -1.866 -0.023 0.191 0.081 -0.08
H -1.840 -0.235 -2.206 0.628 0.432 0.100 0.10
H -1.779 -1.484 -0.791 0.667 1.571 0.373 0.14
H 1.102 -2.133 1.192 -0.232 0.055 -0.096 0.11
H 0.745 -1.149 -2.093 0.168 0.010 0.141 0.10
H -0.454 -1.568 1.601 0.130 -0.028 0.047 0.10
H 1.895 -1.746 -0.997 -0.027 0.084 0.019 0.10
H 0.069 2.033 -0.402 -0.413 -0.283 0.089 0.07
H 1.354 1.135 -1.165 0.101 -0.063 0.036 0.06
H -1.364 0.839 1.374 0.230 -0.062 -0.103 0.07
H -2.604 -0.338 0.875 0.178 0.162 0.012 0.07
H -2.457 1.210 0.062 0.021 -0.020 -0.093 0.09
H 2.315 0.575 1.119 -0.036 0.020 0.012 0.06
H 2.130 2.324 0.980 -0.004 -0.061 0.025 0.06
H 0.958 1.388 1.894 0.027 -0.077 -0.063 0.06
```
Forces are in eV/Å.

Properties
Charge   0
Electronic energy   -10435.68380 eV
ΔE to the lowest compared entry with this formula, charge and spin   515.6 kJ/mol
Orbital gap   7.6 eV
Molar mass   118.180 g mol⁻¹
HOMO energy   -0.24667 Eh

This record from the Open Molecules 2025 dataset describes a 2-piece molecular cluster, C24H28BrF17NO8P2S overall in a non-equilibrium geometry. The level of theory is wB97M-V/def2-TZVPD.

The geometry in XYZ format:
```
82
Properties=species:S:1:pos:R:3:forces:R:3:lowdin_charge:R:1
C -2.861 -3.036 0.479 -0.416 -0.824 0.014 -0.10
N -3.904 -2.583 -0.438 1.024 0.629 0.043 -0.17
C -3.664 -2.940 -1.843 -1.132 -0.940 0.259 -0.07
C -4.299 -1.200 -0.242 2.549 -0.883 0.362 -0.53
O -5.445 -0.953 -0.315 -2.761 0.954 -0.535 0.10
C -3.249 -0.178 0.110 -0.235 0.197 0.842 -0.29
P -3.365 1.496 -0.902 -0.404 -1.977 -1.364 0.27
Br -4.629 2.403 0.904 -0.932 0.831 1.111 0.28
C -2.636 0.548 -2.419 0.696 1.045 -0.291 -0.33
C -1.442 1.133 -3.190 0.444 -1.455 -1.275 -0.25
C -1.107 0.155 -4.385 0.276 0.846 0.236 -0.21
C 0.357 -0.335 -4.379 -1.162 -0.935 -1.648 -0.22
S 0.561 -1.923 -3.567 1.030 0.931 1.664 0.58
O -0.202 -1.956 -2.366 -1.150 -0.015 0.045 -0.28
O 1.959 -2.138 -3.341 0.588 -0.433 -0.960 -0.30
O 0.003 -3.044 -4.584 0.226 0.651 0.053 -0.16
C -1.670 2.113 -0.299 0.000 0.311 0.261 -0.35
C -1.455 2.869 1.020 2.454 0.036 -0.590 -0.15
C -1.191 2.061 2.292 -1.740 0.874 0.214 -0.44
F -2.211 2.343 3.153 -0.007 -0.068 0.510 0.07
F -1.202 0.721 2.166 0.488 -0.334 -0.416 0.12
C 0.068 2.470 3.105 -1.132 0.205 -0.843 -0.39
F -0.034 1.945 4.317 0.485 -1.030 0.617 0.17
F -0.029 3.795 3.300 0.265 0.814 -0.294 0.16
C 1.490 2.241 2.518 0.740 0.606 1.731 -0.32
F 2.294 2.582 3.567 0.088 -0.380 0.624 0.13
F 1.798 3.174 1.630 -0.339 -0.051 -1.501 0.17
C 1.965 0.810 2.141 -0.231 -0.143 0.192 -0.33
F 1.351 -0.043 2.962 -0.827 -0.442 0.241 0.17
F 3.257 0.709 2.474 0.909 0.542 -0.408 0.15
C 1.858 0.234 0.709 0.617 -0.684 -0.656 -0.35
F 2.629 -0.872 0.709 0.917 -0.152 0.287 0.16
F 0.668 -0.247 0.417 -1.426 0.627 0.218 0.19
C 2.310 1.071 -0.523 0.048 -0.960 -0.223 -0.36
F 1.444 2.025 -0.795 -0.305 1.374 0.541 0.19
F 2.180 0.223 -1.562 0.314 -0.859 -0.286 0.14
C 3.774 1.552 -0.609 0.513 0.693 -1.435 -0.36
F 3.971 2.733 -0.028 -0.600 0.571 0.660 0.17
F 4.668 0.716 -0.098 -0.056 -0.823 0.419 0.18
C 4.204 1.763 -2.123 0.921 0.956 1.494 -0.60
F 4.645 0.674 -2.673 -0.315 -1.319 -0.724 0.22
F 5.248 2.596 -2.083 0.629 0.480 0.113 0.17
F 3.289 2.370 -2.833 -1.091 -0.050 -0.711 0.21
P -3.566 3.404 -2.113 1.805 1.084 -1.105 0.70
O -3.709 4.714 -1.056 -1.064 -0.484 -0.841 -0.42
O -4.932 3.233 -3.045 -0.111 -0.245 0.972 -0.37
H -1.860 -3.117 0.032 -0.038 0.378 0.122 0.08
H -3.137 -4.049 0.814 0.175 0.089 -0.084 0.08
H -2.862 -2.435 1.389 0.185 0.131 -0.183 0.08
H -2.806 -3.615 -1.892 0.157 0.380 -0.211 0.07
H -3.584 -2.092 -2.525 0.319 0.006 0.183 0.07
H -4.524 -3.534 -2.192 0.156 0.126 -0.124 0.08
H -3.461 0.106 1.146 -0.016 -0.016 -0.095 0.03
H -2.230 -0.576 0.126 -0.143 -0.013 -0.400 0.06
H -4.682 1.139 -1.429 -0.133 -0.116 0.307 -0.05
H -2.336 -0.455 -2.110 0.075 0.155 0.159 0.04
H -3.443 0.385 -3.149 -0.048 0.265 0.186 0.08
H -1.591 2.106 -3.656 -0.296 0.089 0.484 0.07
H -0.506 1.178 -2.622 -0.361 0.163 0.397 0.08
H -1.234 0.700 -5.328 -0.022 -0.103 0.077 0.11
H -1.818 -0.674 -4.427 0.205 -0.073 0.109 0.10
H 1.064 0.394 -3.986 0.021 -0.382 0.489 0.10
H 0.643 -0.511 -5.424 0.233 -0.135 0.205 0.10
H 0.436 -3.864 -4.286 -0.093 0.079 -0.163 0.10
H -1.334 2.830 -1.061 -0.167 -0.188 -0.048 0.05
H -0.968 1.278 -0.379 -0.194 -0.012 0.139 0.05
H -2.082 3.739 1.191 -0.635 -0.526 0.217 0.10
H -0.478 3.374 0.867 -0.184 -0.097 -0.137 0.11
H -4.655 4.890 -0.920 0.226 -0.105 0.532 0.02
H -5.449 2.450 -2.764 -0.024 0.158 0.223 0.02
C 4.540 -4.561 5.285 0.103 -0.023 0.004 0.02
C 5.686 -3.984 4.937 -0.029 -0.087 0.041 0.02
C 5.712 -2.633 4.325 0.050 0.083 -0.053 -0.38
O 6.759 -2.109 4.006 -0.018 -0.040 0.033 0.10
C 4.412 -1.950 4.118 -0.075 -0.021 0.023 0.03
C 3.265 -2.528 4.466 0.046 0.068 -0.031 0.03
C 3.238 -3.878 5.078 -0.120 0.003 -0.002 -0.38
O 2.196 -4.407 5.399 0.056 -0.009 0.011 0.11
H 4.500 -5.547 5.733 -0.050 0.004 0.000 0.12
H 6.645 -4.466 5.081 0.019 0.039 -0.022 0.12
H 4.452 -0.966 3.671 0.041 -0.010 -0.007 0.11
H 2.306 -2.045 4.322 -0.017 -0.030 0.005 0.11
```
Forces are in eV/Å.

Properties
Charge   -1
Electronic energy   -188863.57810 eV
Orbital gap   3.7 eV
Molar mass   955.372 g mol⁻¹
HOMO energy   -0.13871 Eh

This record from the Open Molecules 2025 dataset describes a 2-piece molecular cluster, Cl2H2OSi overall in a non-equilibrium geometry. The level of theory is wB97M-V/def2-TZVPD.

The geometry in XYZ format:
```
6
Properties=species:S:1:pos:R:3:forces:R:3:lowdin_charge:R:1
O -3.421 1.361 2.595 0.720 -0.295 -0.455 -0.71
Si 0.314 0.586 0.076 -2.985 -3.545 -2.795 0.14
Cl -2.053 1.424 1.804 -0.609 0.169 0.366 0.48
Cl 0.298 2.451 0.461 0.904 2.672 0.480 0.29
H 0.940 -0.631 0.440 1.377 -0.233 1.166 -0.14
H -0.298 0.080 -1.297 0.593 1.232 1.239 -0.07
```
Forces are in eV/Å.

Properties
Charge   0
Electronic energy   -34997.32325 eV
ΔE to the lowest compared entry with this formula, charge and spin   864.4 kJ/mol
Orbital gap (alpha / beta)   8.4 / 5.6 eV
Molar mass   117.007 g mol⁻¹
HOMO energy (alpha / beta)   -0.35180 / -0.27546 Eh

This record from the Open Molecules 2025 dataset describes one molecule with the formula C4H5NO. The level of theory is wB97M-V/def2-TZVPD.

The geometry in XYZ format:
```
11
Properties=species:S:1:pos:R:3:forces:R:3:lowdin_charge:R:1
C 2.303 0.355 -0.616 -0.488 -0.216 0.141 0.11
C 1.283 -0.206 -0.306 0.485 0.250 -0.137 -0.15
C 0.096 -0.975 0.075 0.066 -0.042 0.043 -0.12
C -1.229 -0.235 0.286 -0.139 -0.103 0.041 -0.55
N -1.212 1.117 0.184 -0.006 -0.061 0.039 0.17
O -2.230 -0.876 0.548 0.300 0.270 -0.087 0.04
H 3.222 0.827 -0.893 -0.213 -0.040 0.053 0.03
H 0.294 -1.500 1.016 -0.042 0.051 -0.128 0.13
H -0.093 -1.750 -0.673 -0.031 0.082 0.080 0.13
H -2.066 1.613 0.385 0.114 -0.064 -0.060 0.11
H -0.367 1.631 -0.006 -0.046 -0.129 0.014 0.09
```
Forces are in eV/Å.

Properties
Charge   0
Electronic energy   -7765.34150 eV
ΔE to the lowest compared entry with this formula, charge and spin   114.3 kJ/mol
Orbital gap   10.7 eV
Molar mass   83.090 g mol⁻¹
HOMO energy   -0.36231 Eh